Entry 1:
DFT (ωB97M-V/def2-TZVPD) results for 25 unconnected molecules or ions with the total composition C39H128O25 at a distorted geometry.

Geometry as XYZ:
```
192
Properties=species:S:1:pos:R:3
O -7.60 7.65 11.29
H -12.62 10.07 17.39
O -9.52 15.30 15.10
H -3.57 14.98 15.73
H -0.06 6.57 18.79
C -8.50 7.02 12.16
H -10.02 5.70 17.18
H -12.66 8.36 15.61
C -6.62 11.85 26.52
H -12.93 10.17 15.29
C -11.88 13.49 20.19
O -6.62 1.96 18.99
C -4.38 10.27 16.56
H -7.74 10.14 21.66
H -9.42 7.09 16.18
O -12.89 5.07 17.59
H -12.75 5.99 17.83
H -14.08 9.57 20.42
H -14.05 11.67 17.19
O -7.50 10.30 14.83
C -1.90 11.28 21.41
C -5.68 12.30 21.75
H -9.65 4.71 21.02
C -9.23 6.08 16.54
H -4.40 4.39 20.88
H -2.01 8.69 18.11
C -7.06 10.73 25.57
H -3.00 6.72 20.98
C -7.28 11.11 13.68
H -6.82 2.18 19.90
C -10.59 5.21 20.75
H -8.13 10.62 25.37
C -4.34 6.91 13.84
H -8.63 9.67 23.12
H -3.61 10.56 15.84
H -8.44 8.60 21.58
H -6.65 10.72 24.56
H -8.08 10.29 17.78
H -0.52 8.67 19.06
H -13.40 15.96 15.45
H -14.98 10.86 21.18
H -6.28 11.70 15.67
H -9.89 4.59 13.76
O -5.41 14.83 16.79
H -13.11 14.01 16.86
H -15.87 10.84 18.72
H -11.31 9.44 15.20
H -6.43 12.60 22.47
H -9.46 6.90 11.67
C -8.18 15.56 15.43
O -10.80 12.37 15.39
C -12.29 9.38 15.68
C -5.09 11.43 17.18
O -13.91 11.11 17.95
H -10.80 5.90 21.57
H -1.62 6.05 18.33
H -9.02 12.71 16.46
C -1.42 8.10 18.81
H -3.43 11.76 19.92
H -7.02 3.50 17.60
C -2.69 10.99 20.11
H -5.39 11.33 22.16
H -14.23 15.04 14.30
H -8.13 9.63 14.58
H -10.48 5.70 19.79
H -14.98 12.33 19.10
H -0.24 10.37 21.06
C -13.82 13.89 16.05
H -15.15 5.46 15.09
H -12.64 7.89 21.96
H -8.62 4.23 15.50
H -6.59 13.62 25.82
O -9.67 10.16 21.42
H -5.34 5.81 21.50
H -15.34 4.97 16.79
H -11.70 12.68 20.90
C -3.20 8.29 24.01
H -11.29 9.81 22.44
H -6.79 9.75 25.97
H -7.47 15.39 14.62
C -13.31 5.11 16.27
H -4.87 3.15 16.52
H -12.56 5.55 15.61
H -9.83 11.03 16.45
H -10.13 9.28 18.28
H -4.73 7.25 19.78
C -8.60 9.58 22.03
O -6.33 12.13 20.55
H -2.85 5.72 13.92
H -7.16 8.02 19.57
H -9.95 15.47 15.94
H -14.87 6.62 16.43
H -1.74 8.54 20.69
H -4.12 7.59 13.02
C -12.34 8.25 22.95
O -5.64 12.20 16.19
H -5.00 9.60 15.96
H -1.34 12.21 21.38
H -7.51 10.54 12.78
H -8.11 5.67 14.69
H -13.31 11.10 20.64
C -10.68 13.16 23.57
H -5.54 12.00 26.45
H -6.22 11.32 13.60
C -4.51 7.58 24.30
H -2.63 11.56 22.17
C -4.45 5.47 20.97
H -4.12 5.80 18.89
C -11.83 4.30 20.63
H -10.76 12.07 23.66
H -4.90 14.83 14.71
O -12.06 9.62 22.97
O -10.70 14.34 20.06
O -11.91 9.50 17.09
C -4.77 6.16 19.68
H -5.62 3.74 18.70
H -12.73 14.05 20.59
H -7.99 11.93 13.62
H -6.02 8.81 18.58
H -12.01 3.77 21.57
O -2.03 7.89 20.05
H -12.47 12.56 15.64
H -13.25 8.14 23.53
H -12.48 14.73 14.48
H -9.47 9.89 20.52
H -3.32 10.12 20.25
H -5.03 7.38 14.54
H -10.01 13.79 20.45
H -8.08 8.67 17.24
C -0.89 6.85 18.14
H -5.87 11.16 17.90
C -4.61 15.31 15.64
H -11.57 13.48 23.03
O -3.21 6.36 14.53
H -4.56 6.52 24.04
H -3.17 8.65 22.98
O -13.42 12.66 15.53
H -7.93 14.95 16.29
H -8.39 6.16 17.23
H -2.10 9.77 24.52
H -13.00 4.97 19.31
C -6.97 8.98 19.09
C -9.35 13.47 22.93
H -10.40 12.37 17.43
H -12.09 13.09 19.20
H -9.16 14.54 22.85
H -3.87 9.55 17.19
H -4.61 7.40 25.37
O -7.24 13.00 26.17
H -6.98 11.50 27.49
H -11.53 7.69 23.43
O -9.07 12.85 21.76
H -6.92 9.85 19.74
H -8.59 7.64 13.05
H -0.53 7.01 17.13
C -14.91 11.25 19.01
H -8.05 8.40 10.89
C -8.14 9.27 18.15
O -0.90 10.34 21.75
H -13.25 4.04 16.07
H -7.18 12.58 20.61
H -10.36 13.10 14.95
H -8.21 6.00 12.41
H -8.65 13.02 23.63
H -11.67 3.53 19.88
H -10.71 13.65 24.54
H -2.44 7.53 24.16
H -5.81 5.93 19.42
O -9.38 9.11 18.87
C -9.93 12.11 16.48
C -13.40 14.97 15.00
C -5.30 2.34 17.11
H -9.21 11.90 21.84
C -14.27 10.64 20.39
H -4.53 1.68 17.50
H -4.52 16.38 15.45
H -4.30 11.96 17.71
O -10.07 5.26 14.43
H -14.86 13.96 16.35
H -7.92 16.60 15.65
C -14.77 5.59 16.10
H -4.73 12.83 21.82
O -12.97 5.00 20.27
H -5.43 13.87 16.84
C -8.94 5.24 15.26
O -2.92 9.40 24.85
H -4.89 6.08 13.40
O -3.30 6.04 21.59
H -2.03 10.79 19.26
H -5.86 1.65 16.48
C -6.21 3.01 18.14
H -5.33 8.23 24.00
```

Computed properties:
**E_HOMO**: -9.69 eV
**Maximum force**: 3.30 eV/Å
**DFT total energy**: -3443.23448 Eh

Results of the Mulliken charge analysis, in e, for atoms 1 through 6:
1 O -0.54
2 H 0.22
3 O -0.49
4 H 0.31
5 H 0.36
6 C -0.21

=====

Entry 2:
DFT (ωB97M-V/def2-TZVPD) results for a molecular structure, C39H24F4I2N6O3SSc at a distorted geometry.

Geometry as XYZ:
```
80
Properties=species:S:1:pos:R:3
C 0.78 -1.51 -1.99
C -1.06 2.93 3.05
C 0.23 2.74 0.98
F 5.19 -3.28 -0.69
C -0.59 -3.94 3.29
H -0.12 -4.94 1.44
C 2.73 -1.84 -3.46
C 6.44 -1.80 -2.77
N -0.14 0.57 -3.19
C 3.56 2.68 -2.36
N 0.45 2.62 -0.32
C -0.49 -2.85 1.07
C 4.35 1.74 -1.70
C -3.38 3.62 1.78
H -2.96 -4.06 -1.34
Sc -1.29 1.87 -1.67
C 1.70 2.26 -0.80
C 2.54 1.29 -0.15
C 7.28 -2.12 -1.70
C -4.66 3.95 1.11
H -6.33 -3.74 1.35
C 4.41 -2.52 -1.48
C 5.02 -1.94 -2.65
H -3.56 -0.47 0.89
I -4.45 1.66 -3.01
C -5.05 -2.04 1.25
C -0.71 -1.61 1.74
C 4.08 -1.62 -3.66
H 5.35 1.56 -2.07
H -2.62 2.88 -4.35
C -0.26 -2.07 -1.14
S -2.01 -1.34 -1.39
H -0.72 -0.66 1.16
C -0.97 -1.57 3.10
C 0.07 2.42 3.89
F 1.93 -1.95 -4.57
H -0.47 -4.86 3.91
H -0.29 2.40 4.94
C 2.16 -1.89 -2.17
N -3.31 3.70 3.08
C -5.42 -3.34 0.91
C -3.92 -1.46 0.64
C -0.94 -2.69 3.90
N -0.12 -2.95 -0.24
H 1.09 2.72 1.70
N 7.87 -1.09 -4.77
H -4.83 -5.13 -0.03
H -2.26 3.16 4.81
F 4.48 -1.08 -4.81
C -4.60 -4.08 0.06
I 1.02 4.19 -3.13
H -5.58 -1.43 1.99
H 0.32 1.37 3.60
H -1.10 -2.59 4.99
H 1.11 4.08 4.33
C 0.38 -0.40 -2.70
H -5.30 4.60 1.74
N 7.99 -2.43 -0.80
C -0.98 3.02 1.64
C 2.24 2.84 -1.93
O -2.36 3.19 -0.31
C 3.09 -2.29 -1.16
C -2.75 2.90 -3.25
H -5.31 3.10 0.84
C -3.19 -2.15 -0.31
C 3.86 1.06 -0.58
C -0.39 -3.99 1.91
H 4.50 0.34 0.00
C -3.53 -3.49 -0.61
H 2.12 0.74 0.68
H -3.20 3.86 -2.98
C -2.21 3.24 0.96
H -1.14 -0.60 3.58
O -1.90 0.12 -0.78
H -4.48 4.48 0.16
H 3.86 3.29 -3.17
O 1.29 3.23 3.83
F 2.61 -2.54 0.07
C 7.12 -1.33 -3.89
C -2.24 3.26 3.71
```

Computed properties:
**E_HOMO**: -10.22 eV
**Maximum force**: 6.08 eV/Å
**DFT total energy**: -4208.19229 Eh
**Net charge**: +1

Results of the Mulliken charge analysis, in e, for atoms 1 through 6:
1 C 0.26
2 C 0.91
3 C -0.50
4 F -0.30
5 C -0.63
6 H 0.47

=====

Entry 3:
DFT (ωB97M-V/def2-TZVPD) results for a molecular structure, C39H25BrCaN10O6S at a distorted geometry.

Geometry as XYZ:
```
83
Properties=species:S:1:pos:R:3
H -0.13 3.64 4.87
C 2.17 1.70 0.52
H -0.86 -2.57 -2.02
O -0.92 7.34 0.81
C 0.10 -5.24 0.72
H -5.66 -2.95 2.00
N -1.40 0.74 -2.48
C 3.25 -0.10 -4.12
H 1.92 -2.44 0.26
H 0.85 6.54 -1.10
C -1.00 1.15 -4.80
N -4.56 -5.40 1.84
C 1.41 3.87 3.38
H 3.62 -0.33 -5.11
Br 1.99 5.55 4.06
C 1.50 -1.84 -4.31
O -3.77 -0.04 -6.83
C 2.16 -0.82 -3.59
C -1.56 2.81 0.51
C -2.45 -2.48 1.04
C -3.61 -3.17 1.42
N -2.42 -1.15 0.90
C 1.07 -3.08 0.43
H -0.35 1.58 -5.55
C -1.20 6.17 0.88
N -2.47 -6.62 1.38
C -1.18 -3.20 0.83
C 1.67 -0.51 -2.29
S -3.99 -6.91 1.81
C 3.83 0.89 -3.36
C 0.00 -2.08 -2.48
H 1.86 -2.11 -5.29
C 2.01 3.34 2.28
N 0.17 3.36 -1.15
C -1.13 -4.60 0.92
C 0.44 5.57 -0.91
C -3.00 0.03 -4.12
H -3.94 -0.43 -4.36
H 0.24 1.75 -3.15
C -0.52 5.18 -0.01
C -0.05 1.98 3.55
C 0.42 -2.48 -3.76
H 2.18 -4.92 0.33
N 1.74 0.74 -0.25
C -4.76 -2.42 1.70
H 3.88 1.97 -1.53
C -3.51 -0.45 1.20
C -4.70 -1.05 1.62
C 3.36 1.19 -2.07
H 0.15 -6.32 0.78
O -2.11 5.69 1.71
H 4.67 1.44 -3.75
H -2.18 4.69 1.64
C -2.18 0.49 -5.14
C 1.59 2.10 1.75
Ca -0.38 -0.03 0.12
C -2.34 -5.31 1.25
C 0.35 3.19 4.01
N 0.59 -1.15 -1.78
H -3.42 0.62 1.10
H 1.50 4.37 -2.29
C -2.56 0.18 -2.81
H 2.81 3.89 1.79
H 3.03 2.30 0.22
C -0.66 1.25 -3.46
O -1.50 1.59 0.20
H -3.17 -0.18 -1.98
C -2.62 0.21 -6.55
N 0.82 4.45 -1.56
H -5.56 -0.44 1.85
C -0.65 3.78 -0.20
C 2.30 0.51 -1.50
H -0.86 1.44 4.02
C 0.55 1.35 2.41
C 1.21 -4.47 0.48
O 0.20 0.19 2.04
N -1.63 0.22 -7.49
H -0.10 -3.26 -4.28
C -3.56 -4.61 1.51
H -0.68 0.44 -7.28
O -2.37 3.29 1.33
H -1.89 0.04 -8.45
N -0.09 -2.47 0.59
```

Computed properties:
**E_HOMO**: -7.27 eV
**Maximum force**: 3.71 eV/Å
**DFT total energy**: -6150.29397 Eh
**Energy relative to the best compared isomer or geometry (same formula, charge and spin)**: 1.275 eV

Results of the Mulliken charge analysis, in e, for atoms 1 through 6:
1 H 0.44
2 C 0.03
3 H 0.44
4 O -0.67
5 C -0.66
6 H 0.53

=====

Entry 4:
DFT (ωB97M-V/def2-TZVPD) results for a molecular structure, C39H27BrClCrN7O2S4 at a distorted geometry.

Geometry as XYZ:
```
82
Properties=species:S:1:pos:R:3
C -2.70 1.64 -0.54
C 1.82 -8.20 -3.33
Cl 4.20 -2.37 -4.63
H 4.75 3.22 0.42
C -2.42 -0.63 -0.87
C -2.20 2.96 -0.10
C -1.79 -1.38 -1.85
C 1.94 1.40 2.24
C -3.45 -3.09 -1.58
N -1.89 0.67 -0.51
H -4.05 -0.52 0.52
H -3.14 -1.96 4.21
C 1.47 -0.89 -1.33
C 2.76 2.42 0.35
S -1.16 -5.62 2.06
H 1.63 0.56 4.62
H 2.57 2.72 -0.67
H 2.93 0.14 -4.27
H -4.95 -2.74 -0.09
S -1.73 -0.18 2.53
N 0.16 -6.39 0.10
C -1.36 -0.78 4.15
C 1.82 -0.05 -2.41
C 1.29 1.25 -2.49
H 1.89 -6.21 -4.12
Br -4.15 -4.76 -2.06
H 5.10 2.46 2.77
C -2.26 -1.62 4.76
N 1.78 1.76 0.97
C 0.99 -8.40 -1.07
H -3.94 4.07 -0.60
H 3.06 -3.69 -2.37
Cr -0.01 1.14 0.14
H -2.93 6.24 0.17
C 1.11 -6.25 -2.12
H 3.25 1.32 3.94
S 0.09 -2.85 1.79
H -1.86 -3.18 -3.02
O 0.73 -0.46 -0.33
C 0.02 -0.79 6.10
N -0.95 2.95 0.39
C 2.66 -0.52 -3.45
C -0.42 4.09 0.83
H -3.72 1.51 -0.89
C -0.76 -6.90 0.96
C 0.73 0.74 2.85
S -1.50 -8.39 1.03
H 1.55 1.85 -3.36
N 0.77 0.41 4.12
C 3.97 2.70 0.96
C 3.12 -1.79 -3.41
H 0.77 -9.02 -0.22
C -3.57 -1.11 -0.25
H -2.73 -2.73 6.54
C -2.02 -2.05 6.06
C 0.76 -7.04 -1.03
C -0.21 -0.39 4.80
C -0.90 -1.62 6.74
H 0.58 4.04 1.24
H 0.98 -5.17 -2.06
C -2.94 4.12 -0.18
H 1.57 -2.88 -0.54
C 4.16 2.28 2.26
C 1.52 -8.98 -2.22
H 1.68 -10.05 -2.24
O 0.50 1.79 -1.66
C -2.32 -2.61 -2.22
C 3.12 1.63 2.91
C -1.10 5.29 0.77
C -0.09 -4.47 1.25
C -2.38 5.31 0.24
H 2.21 -8.67 -4.23
C -4.07 -2.35 -0.59
H 0.91 -0.45 6.62
C 1.91 -2.22 -1.34
H -0.92 -1.00 -2.35
C 1.64 -6.83 -3.27
N -0.28 0.59 2.06
N 0.52 -5.02 0.25
H -0.63 6.20 1.14
C 2.72 -2.66 -2.36
H -0.72 -1.94 7.76
```

Computed properties:
**Spin multiplicity**: 2
**E_HOMO (alpha / beta)**: -8.13 / -8.14 eV
**Maximum force**: 1.64 eV/Å
**DFT total energy**: -7707.40012 Eh
**⟨S²⟩**: 0.7630
**Net charge**: +1

Results of the Mulliken charge analysis, in e, for atoms 1 through 6:
1 C -0.26
2 C -0.50
3 Cl -0.20
4 H 0.46
5 C -0.30
6 C 0.36